--- a ---
C5H15N2O | the ωB97M-V functional and the def2-TZVPD basis

Geometry as XYZ:
```
23
C5H15N2O, DFT the ωB97M-V functional and the def2-TZVPD basis
H 0.24 -1.68 -0.82
C -0.12 -0.70 -0.46
H 0.07 -0.79 2.26
H -0.02 -2.45 1.55
H 2.79 1.01 -0.34
C -0.61 -1.58 1.90
H -1.82 -1.90 0.13
H 0.23 2.03 -1.51
H 1.80 2.19 -2.07
C 1.71 0.93 -0.50
N 1.18 1.71 -1.42
H -0.66 -0.15 -1.22
H 1.47 -0.48 0.90
H -1.66 -2.16 3.91
H -2.23 -0.87 2.91
C -1.77 -1.85 2.89
H 1.76 3.70 -4.57
H -1.82 -0.18 0.81
C -1.25 -1.07 0.56
H -2.47 -2.48 2.37
O 1.53 3.29 -3.73
N 1.07 -0.07 0.06
H 0.60 3.52 -3.61
```

Output
E_HOMO: -14.6 eV
orbital gap: 0.40964 Ha
total charge: +1

---

--- b ---
C5H15N2O | the ωB97M-V functional and the def2-TZVPD basis

Geometry as XYZ:
```
23
C5H15N2O, DFT the ωB97M-V functional and the def2-TZVPD basis
N 0.64 0.85 -0.07
O -0.70 -1.11 2.03
H 1.70 1.26 -0.22
C 2.41 -0.98 -0.33
C -1.62 1.32 -0.88
H 2.50 -0.76 -1.39
C 0.98 -0.59 0.23
H 0.30 -1.19 -0.42
C -0.20 1.06 -1.33
H 0.29 1.79 -1.87
H -3.34 0.43 0.30
H -1.06 -0.22 2.26
H 2.54 -2.05 -0.11
H 1.40 -1.66 2.07
H -1.68 -0.29 0.53
H -2.31 1.57 -1.71
H -1.52 2.07 -0.06
H 0.96 0.13 2.29
N -2.40 0.12 -0.24
H -0.34 0.16 -1.95
C 0.73 -0.84 1.71
H 3.17 -0.40 0.03
H -2.47 -0.69 -0.85
```

Output
E_HOMO: -13.4 eV
orbital gap: 0.36257 Ha
total charge: +1

---

Which one sits at the top of the stability order? a does.

---

--- a ---
C5H15N2O | the ωB97M-V functional and the def2-TZVPD basis

Geometry as XYZ:
```
23
C5H15N2O, DFT the ωB97M-V functional and the def2-TZVPD basis
C 0.59 -0.81 1.75
H -1.47 -0.68 1.62
H -1.22 0.50 -2.55
C -0.73 -1.14 1.00
H -0.04 1.61 -0.25
H -2.77 -0.21 -0.65
H 3.12 -1.28 -1.13
H 1.85 0.98 1.55
N -1.69 1.11 -1.89
H 3.32 0.03 -1.89
C -1.89 0.43 -0.60
H -0.78 -2.22 0.93
H -2.19 1.22 0.07
N 0.42 0.73 -0.05
H -0.38 -1.02 -1.14
O 2.93 -0.34 -1.08
H -2.57 1.36 -2.33
H 0.46 -0.98 2.82
H 1.37 -1.46 1.34
C 0.83 0.63 1.39
C -0.64 -0.37 -0.31
H 0.18 1.28 1.98
H 1.30 0.63 -0.57
```

Output
E_HOMO: -13.4 eV
orbital gap: 0.39114 Ha
total charge: +1

---

--- b ---
C5H15N2O | the ωB97M-V functional and the def2-TZVPD basis

Geometry as XYZ:
```
23
C5H15N2O, DFT the ωB97M-V functional and the def2-TZVPD basis
H -0.37 -2.87 -2.87
C 0.28 0.37 0.84
H 0.55 -1.78 -3.39
C 0.23 1.54 -0.15
H 0.55 -1.96 0.42
H -0.10 3.32 0.95
H 1.77 1.31 1.98
N 0.62 2.76 0.49
C -2.20 -0.71 0.70
H 0.54 -0.94 -0.93
H -2.06 -0.19 1.63
O 0.10 -2.17 -2.61
H 2.48 0.25 1.01
H -3.29 -0.86 0.41
H 1.17 3.21 -0.22
H 1.06 1.24 -0.94
H -0.41 0.38 1.63
H -1.65 -1.75 -1.05
H -0.63 1.49 -0.88
C -1.35 -1.17 -0.25
N 1.59 0.39 1.55
C 0.13 -0.93 -0.05
H 1.54 -0.24 2.32
```

Output
E_HOMO: -12.8 eV
orbital gap: 0.35437 Ha
total charge: +1

---

Which one sits at the top of the stability order? a does.

---

--- a ---
C5H15N3 | the ωB97M-V functional and the def2-TZVPD basis

Geometry as XYZ:
```
23
C5H15N3, DFT the ωB97M-V functional and the def2-TZVPD basis
H 1.11 0.41 0.01
H -1.70 1.20 1.16
H -1.58 2.44 -1.02
C 0.30 1.31 -0.78
H -2.38 -1.17 1.06
H 3.33 0.50 1.47
H -0.69 -0.93 0.66
C -1.21 1.40 -0.93
N 0.93 1.37 0.50
N 3.11 -1.42 0.74
C -1.99 0.74 0.22
H -1.55 0.91 -1.85
C -1.71 -0.76 0.33
H -1.65 -1.07 -1.72
H -3.08 0.83 0.10
H 0.52 -2.23 -1.58
H 1.77 -0.41 1.89
N -2.05 -1.49 -0.89
H 0.78 -1.79 -2.12
H 4.11 -1.39 0.58
H 0.79 1.82 -1.65
C 2.72 -0.40 1.38
H -1.74 -2.45 -0.88
```

Output
multiplicity: 2
E_HOMO (alpha / beta): -1.1 / -1.9 eV
<S²>: 0.754
orbital gap (alpha / beta): 0.19646 / 0.22836 Ha
total charge: -1

---

--- b ---
C5H15N3 | the ωB97M-V functional and the def2-TZVPD basis

Geometry as XYZ:
```
23
C5H15N3, DFT the ωB97M-V functional and the def2-TZVPD basis
H -0.06 0.08 -1.78
H -2.51 -0.04 1.04
H -0.08 -0.10 2.37
H -1.92 0.74 -0.30
H 0.56 1.64 0.01
H 1.57 1.64 1.28
C 0.73 -0.65 -1.52
H 1.26 -0.48 1.32
C 0.52 1.57 1.10
H -0.35 2.18 2.81
C -1.90 -0.29 0.14
H 1.49 -0.05 -1.03
C 0.26 -0.05 1.31
H -0.31 3.37 1.74
N -0.42 2.38 1.83
N 1.06 -1.21 -2.82
H 1.59 -0.57 -3.39
H -0.67 -2.30 -0.97
N -0.64 -0.90 0.56
C 0.07 -1.60 -0.50
H 0.70 -2.36 0.06
H 1.49 -2.12 -2.68
H -2.45 -0.88 -0.60
```

Output
multiplicity: 2
E_HOMO (alpha / beta): 1.3 / -4.8 eV
<S²>: 0.750
orbital gap (alpha / beta): 0.09634 / 0.31805 Ha
total charge: -1

---

Which one sits at the top of the stability order? b does.

---

--- a ---
C4H11NOPS | the ωB97M-V functional and the def2-TZVPD basis

Geometry as XYZ:
```
19
C4H11NOPS, DFT the ωB97M-V functional and the def2-TZVPD basis
O 0.98 1.62 -1.31
P -0.40 -0.39 -0.17
N 1.01 1.81 1.04
H -1.12 -1.85 1.55
H 0.80 1.55 1.96
H 1.78 -1.86 -0.11
C 0.77 -1.72 -0.49
H -2.50 -0.53 1.12
H 0.26 -2.58 -0.28
C -1.32 -0.33 -1.72
H 0.75 -1.62 -1.56
C -1.37 -0.74 1.32
H -0.98 -0.07 2.10
H -2.03 0.54 -1.60
H -0.58 -0.02 -2.39
S 1.96 3.44 1.25
C 0.71 1.30 -0.17
H 3.04 2.76 1.34
H -1.74 -1.29 -1.88
```

Output
E_HOMO: -13.7 eV
orbital gap: 0.36930 Ha
total charge: +1

---

--- b ---
C4H11NOPS | the ωB97M-V functional and the def2-TZVPD basis

Geometry as XYZ:
```
19
C4H11NOPS, DFT the ωB97M-V functional and the def2-TZVPD basis
C 2.59 -0.43 0.00
O -2.52 1.00 0.95
H 0.27 0.74 1.35
H 0.22 2.54 -1.30
H -0.80 -1.48 1.39
H -3.04 -0.81 1.60
C -1.19 -0.88 0.47
H 2.42 -0.84 1.01
H 2.83 -1.20 -0.71
H -2.12 -1.64 -1.61
S -1.13 -1.98 -0.90
H 0.77 -0.98 -0.98
N 1.23 -0.02 -0.52
C -2.42 -0.20 0.96
H -0.99 2.88 0.09
C 0.09 0.52 0.23
P -0.90 1.84 -0.75
H 3.30 0.37 0.03
H 1.38 0.58 -1.31
```

Output
E_HOMO: -13.1 eV
orbital gap: 0.35275 Ha
total charge: +1

---

Which one sits at the top of the stability order? a does.

---

--- a ---
C2H8OS | the ωB97M-V functional and the def2-TZVPD basis

Geometry as XYZ:
```
12
C2H8OS, DFT the ωB97M-V functional and the def2-TZVPD basis
H 2.13 -0.75 -0.99
O -0.10 0.09 1.42
H 1.82 0.83 0.87
H -2.03 0.38 -0.05
H -0.73 0.62 0.88
H 0.46 -1.26 -0.89
C 1.19 -0.08 0.83
H 0.82 0.37 -1.29
C 1.07 -0.48 -0.63
H 1.75 -0.78 1.44
S -3.28 0.69 -0.14
H -3.09 0.36 -1.45
```

Output
E_HOMO: -10.0 eV
orbital gap: 0.39622 Ha

---

--- b ---
C2H8OS | the ωB97M-V functional and the def2-TZVPD basis

Geometry as XYZ:
```
12
C2H8OS, DFT the ωB97M-V functional and the def2-TZVPD basis
H -0.73 2.78 -0.74
H 1.89 -1.76 -0.04
H -0.28 4.02 0.73
C -0.18 -2.07 0.09
C 1.21 -2.59 -0.22
H 1.29 -2.99 -1.22
H -0.16 -1.62 1.09
S -0.29 2.68 0.52
O -0.56 -0.99 -0.79
H 1.46 -3.35 0.52
H 0.14 -0.78 -1.38
H -0.97 -2.81 0.03
```

Output
E_HOMO: -9.6 eV
orbital gap: 0.38668 Ha

---

Which one sits at the top of the stability order? b does.

---

--- a ---
C2H8OS | the ωB97M-V functional and the def2-TZVPD basis

Geometry as XYZ:
```
12
C2H8OS, DFT the ωB97M-V functional and the def2-TZVPD basis
H -1.10 -0.13 1.72
C -0.60 -0.79 0.94
H -0.60 -1.80 1.27
H -1.74 1.97 -1.50
C 0.84 -0.27 0.94
H -0.73 1.44 -2.76
H 1.30 -0.42 2.00
H -1.09 -0.78 -0.12
H 2.89 -0.49 -0.32
O -1.67 1.72 -2.55
H 0.72 0.79 0.68
S 1.79 -1.25 -0.29
```

Output
E_HOMO: -9.2 eV
orbital gap: 0.36127 Ha

---

--- b ---
C2H8OS | the ωB97M-V functional and the def2-TZVPD basis

Geometry as XYZ:
```
12
C2H8OS, DFT the ωB97M-V functional and the def2-TZVPD basis
H 0.00 3.25 -1.93
H -0.95 -2.02 2.80
H -0.48 0.27 0.59
H 0.54 -1.79 1.73
S -1.23 -1.82 -0.59
C -1.15 -0.65 0.80
O 2.30 0.62 -1.17
H -2.16 -0.34 1.12
H 1.60 1.02 -0.77
H -0.07 3.01 -2.69
C -0.51 -1.58 1.89
H 2.12 0.02 -1.78
```

Output
E_HOMO: -8.7 eV
orbital gap: 0.25259 Ha

---

Which one sits at the top of the stability order? a does.